Record 1
This record from the OMol25 dataset describes 2 unconnected molecules or ions with the total composition C9H14O2 at a distorted geometry. The level of theory is ωB97M-V/def2-TZVPD.

ORCA input file:
```
! wB97M-V def2-TZVPD RIJCOSX def2/J DEFGRID3
* xyz 0 1
C -0.46834 0.80561 2.94746
C -0.70993 0.49694 1.48373
C -0.72922 1.63418 0.62386
C -1.39448 1.45231 -0.56732
C -1.62817 0.18243 -1.09602
O -1.79812 -0.00036 -2.46255
C -1.62702 -0.90974 -0.26729
C -1.10330 -0.75616 1.01328
H -1.13059 0.10621 3.51081
H -0.54288 1.80809 3.19084
H 0.56120 0.45245 3.16579
H -0.58684 2.67809 1.11215
H -1.58448 2.37184 -1.19958
H -2.25744 -0.81002 -2.57330
H -2.14004 -1.89020 -0.58101
H -1.06772 -1.68980 1.52725
C 1.77803 -0.07513 -1.64005
C 2.66904 -0.93028 -0.77466
O 1.83463 -2.05527 -0.39700
H 0.92662 -0.55356 -2.16753
H 2.16041 0.28407 -2.56453
H 1.44510 0.77802 -1.08498
H 3.64158 -1.28523 -1.20133
H 2.85224 -0.39408 0.26425
H 0.89970 -1.70040 -0.26226
*
```

DFT total energy: -501.73895 Ha
SMILES: Cc1ccc(O)cc1.CCO
maximum force: 4.52 eV/A

=====

Record 2
This record from the OMol25 dataset describes 2 unconnected molecules or ions with the total composition C9H14O2. The level of theory is ωB97M-V/def2-TZVPD.

ORCA input file:
```
! wB97M-V def2-TZVPD RIJCOSX def2/J DEFGRID3
* xyz 0 1
O 1.51057 -3.49507 -1.24506
C 2.02088 -2.32233 -1.74204
C 2.23369 -2.25422 -3.11925
C 2.74997 -1.08878 -3.68033
C 3.05616 0.01107 -2.87717
C 2.84110 -0.06378 -1.50205
C 2.32429 -1.22735 -0.93185
H 1.41281 -3.40186 -0.26634
H 1.98808 -3.12731 -3.73813
H 2.91521 -1.04130 -4.76479
H 3.46300 0.92767 -3.32428
H 3.07723 0.79337 -0.85774
H 2.15547 -1.28469 0.15158
C 3.70337 -3.74134 1.55822
C 2.39112 -4.29473 2.06839
O 1.34103 -3.46817 1.59185
C 0.08394 -3.93147 2.03397
H 3.71276 -3.73146 0.45531
H 3.85171 -2.71016 1.92056
H 4.54339 -4.36268 1.91165
H 2.37653 -4.31267 3.17515
H 2.23787 -5.33186 1.71292
H -0.68588 -3.25104 1.63270
H 0.01522 -3.93033 3.13482
H -0.12372 -4.95162 1.66956
*
```

DFT total energy: -501.79966 Ha
SMILES: Oc1ccccc1.CCOC
maximum force: 0.83 eV/A

=====

Record 3
This record from the OMol25 dataset describes a single C9H14O3 molecule at a distorted geometry. The level of theory is ωB97M-V/def2-TZVPD.

ORCA input file:
```
! wB97M-V def2-TZVPD RIJCOSX def2/J DEFGRID3
* xyz 0 1
O 1.54133 -1.78597 -3.35959
C 0.40799 -1.48616 -2.45907
C 0.90928 -0.53139 -1.43749
C 1.36166 -0.78632 0.01516
C 0.93869 -1.70277 1.18464
C 0.08054 -0.62230 2.02634
C -0.50789 0.40826 0.99858
O -1.85272 0.69944 1.09725
C -2.06128 2.14161 0.98912
C -0.69088 2.61343 0.55632
O 0.20476 1.63718 1.12824
C -0.04902 -0.27993 -0.29814
H 1.47400 -1.05151 -4.02605
H 0.01494 -2.37911 -2.02192
H -0.38002 -0.96021 -3.04240
H 1.49057 0.30873 -1.91865
H 2.10880 -0.09600 0.27087
H 1.72898 -2.03303 1.77800
H 0.23710 -2.53840 0.92485
H -0.67859 -1.25226 2.41234
H 0.68396 -0.25629 2.86382
H -2.74675 2.29504 0.22463
H -2.38964 2.60726 1.92425
H -0.60752 2.63122 -0.55412
H -0.50707 3.54484 1.02520
H -0.71120 -1.12539 -0.30218
*
```

DFT total energy: -576.89193 Ha
SMILES: OC[C@@H]1[C@@H]2CCC3(OCCO3)[C@@H]12
maximum force: 3.34 eV/A

=====

Record 4
This record from the OMol25 dataset describes a molecular structure, C9H14O4P at a distorted geometry. The level of theory is ωB97M-V/def2-TZVPD.

ORCA input file:
```
! wB97M-V def2-TZVPD RIJCOSX def2/J DEFGRID3
* xyz -1 1
C -0.19478 -0.04319 1.33813
C -0.22763 1.16817 0.77749
C -2.88949 0.15472 -0.19236
C -0.81822 1.37208 -0.59101
C -1.52814 0.04688 -1.03358
C 0.08328 2.45183 1.52533
C 0.13533 1.88035 -1.74680
C 2.38537 -2.37508 0.53169
C 1.39038 -2.47967 -0.59068
O -2.69381 -0.36830 0.92320
O -3.86897 0.72685 -0.62702
O -1.32744 -2.60497 0.31179
O 0.64959 -1.40729 -0.80948
P -0.83455 -1.23243 0.11295
H 0.14645 -0.33138 2.26884
H -1.49486 2.26022 -0.47342
H -1.45694 -0.21928 -2.13958
H 0.89022 3.06693 1.09416
H 0.51851 2.02100 2.48150
H -0.73086 3.15200 1.71372
H 1.02551 1.13479 -1.68098
H 0.59663 2.76394 -1.38579
H 0.00175 1.81810 -2.78899
H 3.29123 -1.84359 0.41049
H 1.88138 -1.62101 1.29809
H 2.48195 -3.41071 0.91826
H 0.65281 -3.30394 -0.19517
H 1.93530 -2.77703 -1.45079
*
```

DFT total energy: -993.69533 Ha
maximum force: 5.56 eV/A

=====

Record 5
This record from the OMol25 dataset describes 2 unconnected molecules or ions with the total composition C9H14O5S at a distorted geometry. The level of theory is ωB97M-V/def2-TZVPD.

ORCA input file:
```
! wB97M-V def2-TZVPD RIJCOSX def2/J DEFGRID3
* xyz 0 1
O -0.37739 1.48141 -1.52958
C 0.38781 0.62401 -1.22450
C 0.15825 -0.88845 -1.45100
O 1.00272 -1.45682 -0.50314
C 2.21824 -0.71849 -0.39708
C 1.78067 0.73121 -0.65610
O 1.96513 1.51660 0.54704
C 2.53869 0.69384 1.49046
C 2.62719 -0.76861 1.08110
O 3.96140 -1.19998 1.29990
H -0.83381 -1.12675 -1.08948
H 0.43532 -1.31536 -2.47050
H 2.95941 -1.15790 -0.99777
H 2.36501 1.29436 -1.49341
H 2.12141 0.86617 2.45982
H 3.51061 1.13328 1.55930
H 2.06725 -1.48318 1.67410
H 4.60294 -0.79209 0.69189
C -4.05789 -0.80087 -0.78604
C -3.38325 0.34636 -0.08425
C -2.87588 0.13383 1.10470
S -1.56752 1.12228 1.75013
O -1.69846 2.46554 0.88334
H -3.22667 -1.40189 -1.05350
H -4.68238 -1.41317 -0.07634
H -4.58453 -0.50509 -1.71457
H -3.09512 1.21744 -0.52888
H -2.88659 -0.81350 1.63171
H -1.43256 2.21581 -0.11734
*
```

DFT total energy: -1125.58960 Ha
SMILES: O=C1CO[C@H]2[C@@H]1OC[C@@H]2O.C/C=C/SO
maximum force: 3.71 eV/A

=====

Record 6
This record from the OMol25 dataset describes 2 unconnected molecules or ions with the total composition C9H14S at a distorted geometry. The level of theory is ωB97M-V/def2-TZVPD.

ORCA input file:
```
! wB97M-V def2-TZVPD RIJCOSX def2/J DEFGRID3
* xyz 0 1
C 1.69862 0.53338 0.00079
C 1.32610 -0.09668 -1.33290
C 2.24823 -0.20102 -2.39455
C 1.89381 -0.74645 -3.62514
C 0.57310 -1.21947 -3.73510
C -0.31787 -1.18421 -2.71882
C 0.04356 -0.59819 -1.48779
H 2.12499 -0.11768 0.76510
H 0.76323 0.87445 0.45097
H 2.38095 1.35482 -0.16114
H 3.30895 0.02464 -2.33585
H 2.48245 -0.85731 -4.52202
H 0.32198 -1.61910 -4.71635
H -1.36608 -1.42392 -2.84732
H -0.70942 -0.49537 -0.72031
C -1.45215 -0.61020 4.19827
C -2.27049 0.48350 3.44275
S -1.28536 1.53298 2.42083
H -0.50250 -0.23209 4.57005
H -1.20876 -1.39058 3.47680
H -2.06920 -1.06977 4.96823
H -3.00488 -0.05256 2.84936
H -2.78308 1.02873 4.23520
H -1.57084 0.88009 1.25806
*
```

DFT total energy: -749.49405 Ha
SMILES: Cc1ccccc1.CCS
maximum force: 2.40 eV/A